A structure of composition C32H86N2O12. Source: the OMol25 dataset; level of theory: wB97M-V/def2-TZVPD.

## Properties
HOMO level in eV: -7.77
Charge: 0
Gap between HOMO and LUMO in eV: 7.785
Energy relative to the best compared isomer or geometry (same formula, charge and spin) in kJ/mol: 3857.78
Largest force on an atom in eV/Å: 17.8

CARTESIAN COORDINATES (ANGSTROEM)
C: 1.412 -0.428 0.481
C: 0.471 -0.938 -0.706
C: -0.733 -1.661 -0.049
C: -1.764 -0.742 0.648
C: -2.285 0.278 -0.253
C: -1.201 1.062 -1.078
N: -0.083 0.200 -1.542
O: 0.872 0.822 -2.327
C: -1.912 1.613 -2.332
C: -0.710 2.213 -0.138
C: 1.180 -1.923 -1.663
H: 2.106 0.286 0.036
H: 1.949 -1.271 0.917
H: 0.874 0.215 1.177
H: -1.298 -2.253 -0.769
H: -0.410 -2.345 0.735
H: -1.358 -0.090 1.421
H: -2.693 -1.149 1.048
H: -2.885 1.010 0.287
H: -2.995 -0.128 -0.974
H: -2.227 0.805 -2.993
H: -2.791 2.204 -2.075
H: -1.286 2.281 -2.923
H: -0.489 1.890 0.879
H: 0.236 2.586 -0.530
H: -1.266 3.151 -0.129
H: 1.571 -2.760 -1.082
H: 2.071 -1.543 -2.162
H: 0.555 -2.117 -2.534
H: 1.388 1.255 -1.643
C: -1.401 -4.144 3.552
C: -0.102 -3.370 3.842
C: 0.574 -3.126 2.466
C: 1.604 -1.989 2.474
C: 0.999 -0.692 3.051
C: 0.392 -0.820 4.495
N: -0.490 -2.055 4.508
O: -1.114 -2.242 5.703
C: 1.513 -0.860 5.569
C: -0.530 0.439 4.703
C: 0.958 -4.177 4.697
H: -2.143 -3.544 3.025
H: -1.930 -4.554 4.412
H: -1.130 -4.967 2.891
H: 0.995 -4.092 2.188
H: -0.193 -2.992 1.703
H: 1.844 -2.002 1.411
H: 2.459 -2.386 3.020
H: 0.259 -0.412 2.302
H: 1.873 -0.045 3.132
H: 1.689 0.185 5.821
H: 1.160 -1.290 6.507
H: 2.431 -1.352 5.248
H: -0.789 0.522 5.759
H: -0.058 1.376 4.408
H: -1.402 0.350 4.054
H: 1.257 -5.131 4.263
H: 0.564 -4.392 5.690
H: 1.872 -3.613 4.883
H: -1.978 -1.874 5.501
C: 1.136 2.587 -4.392
C: 1.650 1.214 -4.281
O: 0.505 0.338 -4.027
H: 0.521 2.612 -5.291
H: 1.861 3.390 -4.526
H: 0.585 2.865 -3.493
H: 2.280 1.119 -3.396
H: 2.265 0.829 -5.094
H: 0.511 0.113 -3.094
C: -2.071 -4.454 0.907
C: -2.414 -2.916 0.627
O: -3.732 -2.692 0.950
H: -0.985 -4.544 0.888
H: -2.616 -5.105 0.225
H: -2.379 -4.695 1.925
H: -2.229 -2.628 -0.408
H: -1.888 -2.232 1.293
H: -3.996 -1.920 0.443
C: 3.631 -1.250 -0.100
C: 4.370 -1.860 1.100
O: 5.319 -1.065 1.689
H: 3.069 -1.997 -0.660
H: 4.174 -0.739 -0.895
H: 2.985 -0.449 0.259
H: 4.823 -2.834 0.914
H: 3.711 -2.085 1.938
H: 5.968 -0.846 1.017
C: -3.145 3.209 -4.207
C: -2.119 4.199 -3.649
O: -2.141 4.348 -2.262
H: -3.063 2.265 -3.669
H: -2.977 3.039 -5.270
H: -4.183 3.529 -4.110
H: -2.321 5.153 -4.137
H: -1.134 3.838 -3.945
H: -1.588 5.099 -2.033
C: 0.372 4.382 -1.828
O: 0.487 4.813 -3.184
H: -0.515 4.710 -1.286
H: 0.289 3.303 -1.960
H: 1.258 4.654 -1.255
H: 1.443 4.806 -3.274
C: -2.038 -1.725 -3.701
O: -0.966 -1.748 -4.731
H: -2.505 -0.748 -3.578
H: -2.908 -2.383 -3.691
H: -1.543 -2.046 -2.784
H: -0.439 -2.539 -4.593
C: -4.425 1.292 -0.394
O: -5.542 0.506 -0.008
H: -4.688 2.316 -0.130
H: -3.545 1.176 0.239
H: -4.098 1.190 -1.429
H: -5.641 0.741 0.918
C: 3.705 -0.098 -2.580
O: 2.705 -0.724 -3.157
H: 4.569 -0.726 -2.361
H: 4.005 0.809 -3.105
H: 3.359 0.185 -1.586
H: 2.375 -1.495 -2.689
C: 2.803 2.307 -0.658
O: 3.384 1.268 0.077
H: 1.966 2.599 -0.024
H: 3.425 3.184 -0.841
H: 2.535 2.065 -1.686
H: 3.352 1.613 0.972
C: -0.737 3.348 2.114
O: 0.540 3.908 1.984
H: -1.353 3.350 3.013
H: -1.336 3.862 1.362
H: -0.591 2.301 1.848
H: 0.429 4.829 1.736

Cartesian forces, eV/Å:
-3.5 2.8 -4.0
-0.2 1.5 1.0
2.3 2.5 -1.3
1.0 3.4 -0.6
4.8 -0.8 -2.7
-0.3 0.7 0.3
-2.5 -2.5 2.0
1.8 5.9 14.5
0.9 -0.2 0.9
1.2 -1.3 -2.5
-1.4 -0.7 1.3
-2.3 -0.1 0.0
-1.2 4.8 -2.7
-0.1 -0.3 -1.0
3.1 1.6 -1.0
0.7 0.8 -2.0
0.6 -0.6 0.6
0.6 1.3 0.4
11.7 -3.1 0.8
0.2 -0.5 0.1
0.3 0.0 0.3
0.6 -0.2 0.5
0.1 -0.6 0.3
-0.2 -1.3 -3.2
-0.1 -0.6 0.5
-0.7 -1.0 -0.3
-0.9 -0.6 -0.3
-8.9 -1.8 15.3
-0.4 -0.6 0.4
0.5 0.2 0.6
0.8 -0.1 1.2
0.7 0.5 0.9
-0.7 0.0 1.6
-1.5 -3.7 2.2
0.4 -1.7 1.0
-0.1 -1.1 -0.7
1.6 0.5 -3.5
-0.6 -0.1 1.4
-0.8 0.7 -0.1
0.6 -0.9 0.0
-0.9 0.4 0.4
0.5 0.5 0.5
0.4 0.0 0.3
0.2 0.0 0.8
0.5 0.0 0.0
0.4 -0.2 1.5
0.0 -3.1 3.6
-0.1 0.4 0.4
-0.1 0.2 1.5
-0.4 0.9 -0.2
0.6 0.1 0.0
-0.1 -0.3 -0.2
-0.1 0.1 0.0
-0.3 0.0 -0.1
0.5 -0.1 0.1
-0.2 -0.2 0.2
-0.2 0.0 -0.3
-0.2 0.0 0.0
0.0 0.2 -0.3
-0.4 -0.2 0.5
-0.3 0.6 -0.9
-0.9 -1.9 0.7
-0.5 -0.9 -10.8
-0.5 0.3 0.2
0.6 -0.3 -0.2
0.0 -0.8 -1.0
0.0 0.8 -1.1
-0.3 0.1 -0.3
-0.6 -3.1 -4.3
-1.2 1.6 -0.9
-1.7 -6.0 1.8
-2.4 -0.2 0.3
-0.1 -0.5 -0.4
0.4 0.0 -0.3
-0.5 -0.1 -1.5
-2.7 -1.8 1.5
-0.1 -3.3 0.3
-0.8 -0.1 -0.1
2.7 -1.0 0.6
-0.8 -1.5 -0.4
1.4 1.7 0.5
0.3 -0.1 0.7
1.4 -1.4 2.1
3.1 -2.5 -0.7
0.1 -0.4 -0.7
0.1 0.2 -0.6
0.2 0.2 0.0
-0.5 -0.1 0.4
-0.5 -0.3 -2.1
-1.6 0.4 0.8
-0.5 0.6 -1.3
0.2 0.1 0.0
0.0 0.3 0.1
0.3 0.2 0.0
-0.3 0.3 -0.3
-0.9 0.2 -0.7
0.9 -0.5 -0.4
0.4 2.3 1.3
1.2 0.1 0.1
0.0 0.3 0.8
0.1 -0.1 0.1
0.0 0.3 -0.7
1.5 -0.5 0.2
-2.7 -0.1 0.7
0.8 0.0 -0.4
0.1 -0.7 -1.4
-0.1 0.6 0.4
-0.1 -0.1 0.1
-4.1 3.4 0.6
0.3 -0.8 -0.2
-0.3 0.8 -1.0
-11.8 2.7 -0.8
-0.9 -0.1 0.4
-0.5 -0.3 0.1
2.1 1.5 1.7
1.3 0.4 -6.6
0.5 0.1 -0.9
0.2 -0.1 -0.3
0.2 0.9 -0.7
7.4 0.3 -12.3
-0.3 1.7 0.3
2.4 2.5 -0.3
-0.3 0.6 -0.8
0.5 0.1 0.5
0.3 -0.3 0.4
0.4 -0.3 0.5
-1.0 0.4 0.7
0.8 0.4 0.9
0.9 0.8 1.0
-0.5 -0.5 0.4
-0.7 1.5 2.6
0.2 0.1 0.1

A structure of composition B5F20Mg. Source: the OMol25 dataset; level of theory: wB97M-V/def2-TZVPD.

## Properties
HOMO level in eV: -2.95
Charge: -3
Gap between HOMO and LUMO in eV: 10.611
Energy relative to the best compared isomer or geometry (same formula, charge and spin) in kJ/mol: 101.46
Largest force on an atom in eV/Å: 3.4

CARTESIAN COORDINATES (ANGSTROEM)
Mg: -0.093 0.188 -0.069
B: -0.042 2.219 -1.439
F: -1.128 1.517 -1.030
F: -0.129 2.607 -2.767
F: 0.286 3.173 -0.504
F: 0.952 1.200 -1.234
B: -0.967 -1.445 -2.771
F: -1.748 -0.431 -3.331
F: 0.026 -1.591 -3.685
F: -0.402 -1.013 -1.607
F: -1.612 -2.638 -2.609
B: 2.793 -0.976 0.191
F: 3.583 0.064 -0.273
F: 3.329 -1.371 1.330
F: 1.576 -0.405 0.363
F: 2.647 -2.004 -0.766
B: -1.840 -1.235 1.171
F: -2.022 -0.208 0.276
F: -0.485 -1.168 1.348
F: -2.526 -0.989 2.375
F: -2.266 -2.373 0.486
B: 0.023 1.381 2.912
F: -1.108 0.837 3.539
F: 0.101 2.699 3.298
F: 1.216 0.712 3.292
F: -0.164 1.251 1.503

Cartesian forces, eV/Å:
-0.9 -1.2 0.2
1.7 0.3 -0.5
-2.9 0.5 -0.1
0.1 0.4 0.3
-0.2 1.4 -0.4
1.6 0.9 -1.6
-0.4 0.5 -1.7
-1.4 0.4 0.3
2.1 -0.8 -1.5
0.6 0.2 2.0
-1.0 -0.9 0.3
0.8 0.2 -2.5
1.3 0.8 -1.1
1.0 -1.7 2.8
-1.2 -0.1 1.2
0.4 -0.2 0.2
-1.8 -0.6 0.6
-1.6 1.7 -0.9
1.6 -1.7 1.1
-0.1 -0.8 -0.6
0.0 -0.7 0.8
0.1 -1.1 1.0
0.3 0.0 0.1
0.2 1.2 -0.2
-0.6 0.2 -0.2
0.2 1.1 0.4

A structure of composition C22H38CdN3O4PS2. Source: the OMol25 dataset; level of theory: wB97M-V/def2-TZVPD.

## Properties
HOMO level in eV: 0.92
Charge: -2
Gap between HOMO and LUMO in eV: 3.464
Energy relative to the best compared isomer or geometry (same formula, charge and spin) in kJ/mol: 216.35
Largest force on an atom in eV/Å: 0.8

CARTESIAN COORDINATES (ANGSTROEM)
Cd: 0.028 0.574 -0.294
C: 0.895 0.814 1.585
C: 1.230 2.116 1.979
C: 0.829 3.303 1.261
C: 1.080 4.578 1.721
C: 1.774 4.817 2.913
C: 2.188 3.688 3.631
C: 1.932 2.401 3.209
H: 0.307 3.194 0.313
H: 0.738 5.418 1.120
H: 1.983 5.823 3.258
H: 2.723 3.817 4.570
H: 2.220 1.571 3.843
C: -2.184 -1.716 -4.745
C: -1.113 -2.683 -4.278
O: -1.290 -3.070 -2.909
P: -0.896 -1.931 -1.795
O: -2.082 -2.189 -0.725
C: -3.171 -1.257 -0.622
C: -4.431 -1.859 -1.204
O: 0.326 -2.590 -0.992
C: 0.250 -3.515 0.109
C: -0.096 -4.913 -0.358
H: -2.025 -1.454 -5.794
H: -2.163 -0.790 -4.163
H: -3.174 -2.166 -4.642
H: -0.120 -2.244 -4.418
H: -1.145 -3.609 -4.853
H: -2.911 -0.328 -1.137
H: -3.271 -1.047 0.443
H: -4.306 -2.075 -2.266
H: -5.262 -1.159 -1.087
H: -4.681 -2.790 -0.693
H: -0.480 -3.144 0.827
H: 1.231 -3.468 0.577
H: -1.089 -4.940 -0.811
H: -0.080 -5.593 0.497
H: 0.625 -5.263 -1.100
N: -1.757 -0.958 2.634
H: -1.935 -1.473 3.491
H: -1.786 0.027 2.878
H: -0.765 -1.106 2.441
S: 1.741 -0.782 1.938
C: 3.122 -0.884 2.967
N: 4.174 0.091 2.739
C: 5.162 0.025 3.808
C: 4.632 -0.873 4.950
S: 2.835 -0.754 4.861
H: 3.827 1.040 2.653
H: 5.344 1.033 4.192
H: 6.119 -0.377 3.447
H: 5.007 -0.548 5.923
H: 4.924 -1.911 4.773
O: 3.020 0.398 -0.812
H: 2.861 -0.105 0.014
H: 3.315 1.254 -0.482
C: 0.348 0.994 -3.689
C: -0.888 1.610 -3.109
C: -1.863 2.353 -3.747
C: -2.790 2.756 -2.746
C: -2.330 2.236 -1.551
C: -2.895 2.377 -0.169
N: -1.182 1.527 -1.774
H: 0.133 0.104 -4.288
H: 1.052 0.691 -2.910
H: 0.872 1.703 -4.334
H: -1.888 2.600 -4.800
H: -3.673 3.365 -2.876
H: -3.243 3.397 0.008
H: -2.136 2.158 0.585
H: -3.742 1.707 0.013

Cartesian forces, eV/Å:
0.1 0.7 0.4
0.4 -0.2 -0.2
-0.3 -0.3 0.3
0.0 0.0 0.0
0.0 -0.1 0.0
0.0 0.0 0.0
0.0 -0.1 0.0
0.1 0.1 0.0
0.0 0.0 0.0
0.0 0.0 0.0
0.0 0.0 0.0
0.0 0.0 0.0
0.0 0.0 0.0
-0.1 0.0 0.0
0.0 0.0 0.1
-0.2 -0.2 -0.3
0.2 0.2 0.4
-0.1 -0.1 0.0
0.1 0.0 0.0
0.0 0.0 0.0
0.0 -0.1 -0.1
0.0 0.1 0.0
0.0 0.0 0.0
0.0 0.0 0.0
0.0 0.0 0.0
0.0 0.0 0.0
0.0 0.0 0.0
0.0 0.0 0.0
0.0 0.0 0.0
0.0 0.0 0.0
0.0 0.0 0.0
0.0 0.0 0.0
0.0 0.0 0.0
0.0 0.0 0.0
0.0 0.0 0.0
0.0 0.0 0.0
0.0 0.0 0.0
0.0 0.0 0.0
0.0 -0.1 0.1
0.0 0.0 0.0
0.0 0.0 0.0
0.0 0.0 -0.1
-0.1 0.0 0.1
0.1 0.2 0.3
0.1 -0.1 -0.3
0.0 -0.1 0.0
0.0 0.0 0.1
0.0 0.0 -0.1
-0.1 0.0 0.2
0.0 0.0 0.0
0.0 0.0 0.0
0.0 0.0 0.0
0.0 0.0 0.0
0.1 0.0 -0.2
-0.1 -0.1 0.0
-0.1 0.0 0.1
0.0 0.0 0.0
-0.1 0.0 0.0
-0.1 0.0 0.1
0.0 -0.1 -0.1
0.0 0.0 0.0
0.0 0.0 0.0
0.0 0.1 -0.5
0.0 0.0 0.0
0.0 0.0 0.0
0.0 0.0 0.0
0.0 0.0 0.0
0.0 0.0 0.0
0.0 0.0 0.0
0.0 0.0 0.0
0.0 0.0 0.0

A structure of composition C31H25N7S2Sn. Source: the OMol25 dataset; level of theory: wB97M-V/def2-TZVPD.

## Properties
HOMO level in eV: -13.62
Charge: +2
Gap between HOMO and LUMO in eV: 7.586
Energy relative to the best compared isomer or geometry (same formula, charge and spin) in kJ/mol: 67.52
Largest force on an atom in eV/Å: 2.6

CARTESIAN COORDINATES (ANGSTROEM)
Sn: 0.449 -0.378 -0.096
C: 3.639 0.872 3.095
C: 2.578 0.801 2.046
N: 2.044 -0.302 1.661
N: 2.436 -1.452 2.216
C: 1.941 -2.577 1.789
N: 2.368 -3.704 2.362
S: 0.729 -2.799 0.542
C: 2.129 2.027 1.371
C: 2.785 3.240 1.554
C: 2.340 4.363 0.876
C: 1.244 4.255 0.035
C: 0.651 3.012 -0.101
N: 1.079 1.931 0.544
H: 3.794 -0.106 3.536
H: 3.353 1.579 3.875
H: 4.581 1.213 2.662
H: 3.098 -3.682 3.057
H: 2.032 -4.594 2.039
H: 3.636 3.314 2.214
H: 2.843 5.312 1.004
H: 0.857 5.109 -0.501
H: -0.210 2.877 -0.743
C: -3.027 1.747 -2.116
C: -3.980 1.954 -1.130
C: -3.696 1.575 0.173
C: -2.476 0.975 0.463
N: -1.580 0.767 -0.504
C: -1.835 1.151 -1.756
C: -2.124 0.498 1.816
C: -2.889 0.772 2.943
C: -2.515 0.217 4.156
C: -1.400 -0.603 4.212
C: -0.677 -0.802 3.049
N: -1.026 -0.252 1.891
H: -3.208 2.032 -3.143
H: -4.936 2.400 -1.369
H: -4.430 1.729 0.948
H: -1.057 0.965 -2.487
H: -3.757 1.410 2.891
H: -3.091 0.420 5.049
H: -1.094 -1.071 5.136
H: 0.204 -1.428 3.048
S: -0.508 -2.292 -4.108
C: -1.965 -2.437 -3.172
C: -3.181 -2.989 -3.552
C: -4.217 -2.960 -2.639
C: -4.035 -2.407 -1.367
C: -2.824 -1.871 -0.984
C: -1.770 -1.871 -1.900
N: -0.510 -1.337 -1.716
C: 0.239 -1.487 -2.775
C: 1.605 -0.984 -2.786
C: 2.553 -1.219 -3.783
C: 3.841 -0.733 -3.632
C: 4.198 -0.006 -2.499
C: 3.246 0.254 -1.512
C: 1.980 -0.247 -1.697
H: -3.313 -3.420 -4.535
H: -5.178 -3.375 -2.910
H: -4.866 -2.401 -0.675
H: -2.676 -1.460 0.008
H: 2.282 -1.799 -4.658
H: 4.582 -0.929 -4.396
H: 5.207 0.364 -2.378
H: 3.507 0.839 -0.642

Cartesian forces, eV/Å:
1.2 0.7 1.5
0.0 0.0 0.0
0.3 -0.4 0.3
-0.8 0.1 -0.9
0.8 -0.2 0.9
-0.4 -0.1 -0.5
0.1 -0.2 0.1
0.0 0.5 0.1
-0.1 0.3 -0.1
0.0 0.0 0.1
-0.1 0.0 -0.1
0.1 0.0 0.1
-0.1 0.1 0.0
-0.3 -0.5 -0.1
0.0 0.0 0.0
0.0 0.0 0.0
0.0 0.0 0.0
0.0 0.1 0.0
0.0 0.0 0.0
0.0 -0.1 0.0
0.0 0.0 0.0
0.0 0.0 0.0
0.1 0.1 0.0
0.0 0.0 0.0
0.1 -0.1 0.1
0.0 0.0 0.0
-0.2 0.5 -0.3
0.7 0.3 0.2
-0.2 0.2 -0.1
-0.1 0.1 0.3
0.0 0.0 -0.1
0.0 0.0 0.0
-0.1 0.1 -0.1
0.1 -0.1 0.2
0.4 0.0 -0.6
0.0 0.0 0.0
0.0 0.0 0.0
0.0 0.0 0.0
0.0 0.0 0.0
0.0 0.0 0.0
0.0 0.0 0.0
0.0 0.0 0.0
0.0 0.0 0.0
0.1 0.2 0.5
0.1 0.2 0.3
-0.1 0.0 0.0
0.1 0.0 0.0
-0.1 0.0 0.0
0.2 0.0 0.1
-0.9 -0.5 -0.4
-0.8 -1.0 -1.3
0.2 -0.4 -0.9
0.5 -0.1 -0.6
-0.3 -0.2 -0.2
0.0 0.0 0.0
-0.2 0.1 0.1
0.4 -0.1 -0.6
-1.1 0.7 2.3
0.0 0.0 0.0
0.0 0.0 0.0
0.0 0.0 0.0
-0.1 -0.2 -0.1
0.1 0.0 -0.1
0.0 0.0 0.0
0.0 0.0 -0.1
0.0 0.0 0.1